No. 1
The following is a quantum chemistry calculation of 3 unconnected molecules or ions with the total composition C31H40F8N2O8, from OMol25.

```
89
Properties=species:S:1:pos:R:3
C 3.87405 -3.39237 0.96923
C 3.73725 -3.65651 -0.54843
C 3.11998 -2.47559 -1.30797
C 2.29130 -2.88273 -2.53701
C 3.19577 -3.42247 -3.65147
C 1.26375 -3.92569 -2.18301
O 1.12145 -4.94925 -2.77715
O 0.53383 -3.71481 -1.02050
C -0.79633 -3.21844 -1.09930
C -0.87174 -1.84021 -1.77080
C 0.03569 -0.77972 -1.12051
C -0.69697 0.51728 -0.75454
C 0.24252 1.70252 -0.55663
C 0.97960 2.20726 -1.80103
C 0.20924 3.22849 -2.66720
C -1.28453 3.04301 -2.79760
O -1.54143 1.99298 -3.72410
C -2.89574 1.58982 -3.75798
C -1.26142 -3.17847 0.37733
O -1.99353 -1.98355 0.66360
C -2.99966 -2.10811 1.53602
F -3.38184 -0.89492 1.89670
F -2.65179 -2.78052 2.63887
F -4.05599 -2.73434 1.02067
C -1.75530 -4.16878 -1.87295
F -3.01200 -3.70442 -1.64121
F -1.56415 -4.09083 -3.20228
C -1.75004 -5.69826 -1.46508
F -0.90445 -5.96409 -0.47653
F -2.96187 -6.05333 -1.03694
F -1.45550 -6.46737 -2.49363
H 3.66992 -4.30283 1.53179
H 4.88268 -3.06549 1.21951
H 3.16863 -2.62947 1.29731
H 4.72450 -3.88831 -0.94748
H 3.13317 -4.55898 -0.67459
H 3.93049 -1.84369 -1.68232
H 2.54589 -1.83838 -0.63648
H 1.79842 -1.99196 -2.93638
H 3.65298 -4.36191 -3.33735
H 3.99614 -2.71315 -3.85701
H 2.62883 -3.64088 -4.55351
H -0.59900 -1.95760 -2.82137
H -1.90449 -1.49816 -1.77682
H 0.54193 -1.18225 -0.23944
H 0.83106 -0.51785 -1.81928
H -1.22820 0.34468 0.18371
H -1.46221 0.70557 -1.50897
H -0.33798 2.53241 -0.14073
H 0.98037 1.40597 0.18221
H 1.88412 2.71254 -1.45046
H 1.32523 1.39376 -2.44071
H 0.40690 4.24042 -2.31214
H 0.60408 3.18034 -3.68593
H -1.78474 2.86944 -1.83978
H -1.71034 3.96785 -3.20997
H -3.55301 2.33271 -3.29756
H -3.20594 1.45735 -4.79489
H -3.03574 0.64315 -3.22458
H -1.87825 -4.04162 0.62225
H -0.37098 -3.22211 1.00259
O 1.79355 -0.39225 3.82622
N 0.87872 0.28999 3.41117
O 0.91647 0.95467 2.39188
C -0.37774 0.30431 4.17832
C -0.45236 -0.41781 5.35525
C -1.63823 -0.39671 6.07105
C -2.72214 0.33530 5.60324
C -2.62656 1.04803 4.41543
C -1.44523 1.03704 3.69211
H 0.39706 -0.98554 5.70478
H -1.71625 -0.95337 6.99480
H -3.64604 0.34888 6.16631
H -3.47342 1.61181 4.04911
H -1.35815 1.58362 2.76449
O -1.50968 5.76868 -0.77860
N -1.45153 6.01320 0.41132
O -2.41555 6.21436 1.12281
C -0.11930 6.04697 1.04120
C 0.99920 5.84123 0.25528
C 2.24818 5.87474 0.85388
C 2.36076 6.11063 2.21757
C 1.22374 6.31165 2.98914
C -0.03046 6.28123 2.40098
H 0.89781 5.65799 -0.80335
H 3.13404 5.71683 0.25414
H 3.33825 6.13835 2.68070
H 1.31297 6.49289 4.05146
H -0.92270 6.43509 2.98916
```

Results
* calculated total energy: -73891.19002 eV

Mulliken atomic charge list, values in e, 8 entries: atom 1 (C): -1.26, atom 2 (C): -0.33, atom 3 (C): -0.64, atom 4 (C): 1.20, atom 5 (C): -1.86, atom 6 (C): 0.05, atom 7 (O): -0.58, atom 8 (O): -0.44



No. 2
The following is a quantum chemistry calculation of 2 unconnected molecules or ions with the total composition C4H14NOS2, from OMol25.

```
22
Properties=species:S:1:pos:R:3
N -0.31392 0.78878 -1.24708
C 0.41443 -0.61391 -0.81963
C 1.84003 -0.56318 -1.12505
C 0.18010 -0.99424 0.62582
S -1.40310 -0.38318 1.51580
S -1.28244 1.62650 1.78123
C -0.21355 1.81017 3.15882
H -0.08047 0.83117 -2.26297
H -1.31307 0.76781 -1.11230
H 0.04739 1.61445 -0.71709
H -0.14529 -1.42793 -1.55293
H 2.48999 -1.44444 -0.92904
H 2.41047 0.06098 -0.35223
H 2.32487 -0.27112 -2.08082
H 0.06777 -2.10555 0.82595
H 0.93696 -0.71035 1.27557
H 0.69671 2.37304 3.14583
H 0.07813 0.93009 3.65498
H -0.65838 2.31321 3.98714
H -1.42851 -1.62346 -3.11242
H -2.71946 -1.63476 -2.23309
O -1.92867 -1.34409 -2.42650
```

Results
* relative energy (zero: lowest compared OMol25 entry of this formula, charge and spin): 52.0 kcal/mol
* charge: +1

natural (NBO) atomic charge list, values in e, 8 entries: atom 1 (N): -0.71, atom 2 (C): -0.06, atom 3 (C): -0.72, atom 4 (C): -0.54, atom 5 (S): 0.09, atom 6 (S): 0.12, atom 7 (C): -0.83, atom 8 (H): 0.44



No. 3
The following is a quantum chemistry calculation of a single C11H17NOS molecule, from OMol25.

```
31
Properties=species:S:1:pos:R:3
C -4.09189 1.70817 -0.28948
C -4.11612 0.37223 -0.96779
S -3.84592 -1.09651 0.02975
C -2.06577 -1.10602 0.24391
C -1.49591 -0.71137 1.44536
C -0.12218 -0.64642 1.60651
C 0.72775 -1.03257 0.54973
C 2.24966 -0.95753 0.61943
C 2.76461 0.22559 -0.17508
C 2.19907 1.55078 0.42274
N 4.19597 0.22754 -0.20246
O 4.61100 -0.85327 -1.03019
C 0.09331 -1.41134 -0.67110
C -1.23747 -1.47913 -0.80536
H -4.03139 2.49209 -1.07487
H -3.17533 1.88336 0.30411
H -4.99812 1.81749 0.32521
H -5.13496 0.15185 -1.37748
H -3.34889 0.39146 -1.79208
H -2.15920 -0.49912 2.25188
H 0.27926 -0.34799 2.59476
H 2.68638 -1.82639 0.22843
H 2.54512 -0.86673 1.65201
H 2.41394 0.05958 -1.17830
H 2.56186 1.64730 1.43848
H 1.12227 1.57806 0.42203
H 2.60626 2.43770 -0.18339
H 4.62253 0.13164 0.71255
H 5.05270 -0.37921 -1.78035
H 0.74833 -1.65532 -1.52079
H -1.65688 -1.80593 -1.79816
```

Results
* relative energy (zero: lowest compared OMol25 entry of this formula, charge and spin): 41.3 kcal/mol

natural (NBO) atomic charge list, values in e, 8 entries: atom 1 (C): -0.62, atom 2 (C): -0.53, atom 3 (S): 0.22, atom 4 (C): -0.19, atom 5 (C): -0.21, atom 6 (C): -0.22, atom 7 (C): 0.00, atom 8 (C): -0.45



No. 4
The following is a quantum chemistry calculation of 2 unconnected molecules or ions with the total composition C2H8N2, from OMol25.

```
12
Properties=species:S:1:pos:R:3
C -4.29415 0.30326 1.04565
N -4.05239 0.20446 2.29129
H -4.86997 1.23019 0.68907
H -3.97805 -0.39270 0.35696
H -3.78018 -0.67354 2.74977
C 3.27668 -0.46747 -1.38847
N 2.73928 0.49686 -0.48618
H 4.42426 -0.35081 -1.18884
H 3.03318 -0.17886 -2.43806
H 2.95783 -1.42531 -1.21840
H 2.41943 0.17552 0.42502
H 2.12410 1.07839 -0.83782
```

Results
* relative energy (zero: lowest compared OMol25 entry of this formula, charge and spin): 46.2 kcal/mol

natural (NBO) atomic charge list, values in e, 8 entries: atom 1 (C): -0.03, atom 2 (N): -0.62, atom 3 (H): 0.16, atom 4 (H): 0.14, atom 5 (H): 0.35, atom 6 (C): -0.40, atom 7 (N): -0.85, atom 8 (H): 0.18



No. 5
The following is a quantum chemistry calculation of a single N2 molecule, from OMol25.

```
2
Properties=species:S:1:pos:R:3
N -0.19911 0.46693 0.20567
N 0.19911 -0.46693 -0.20567
```

Results
* relative energy (zero: lowest compared OMol25 entry of this formula, charge and spin): 0.1 kcal/mol

Computed natural (NBO) charges, given in elementary charges: atom 1 (N): 0.00, atom 2 (N): 0.00



No. 6
The following is a quantum chemistry calculation of a molecular structure, C16H32N3OPReSSi, from OMol25.

```
56
Properties=species:S:1:pos:R:3
Re -0.22790 -0.08400 -0.37029
Si -1.65483 -0.27484 -2.26592
P 0.70156 -2.08379 -0.98003
N 1.13165 0.91804 -0.88962
H -0.41102 -0.76586 1.38967
C 1.79389 -2.84566 0.26466
H 2.19251 -3.79516 -0.11666
H 1.22654 -3.02886 1.18297
H 2.62573 -2.16846 0.49025
C -0.38849 -3.49600 -1.39937
H 0.24284 -4.35729 -1.65174
H -1.02460 -3.24787 -2.25531
H -1.02489 -3.74600 -0.54194
C 1.80851 -2.01273 -2.44244
H 2.18188 -3.02058 -2.66498
H 2.65799 -1.35121 -2.22998
H 1.26657 -1.62595 -3.31170
C -3.37263 -1.04425 -2.14546
H -3.94129 -0.56389 -1.33760
H -3.30693 -2.12655 -1.97211
H -3.87560 -0.85854 -3.10655
H -1.93045 1.11586 -2.73072
H -1.07069 -1.00924 -3.42743
C 1.95711 1.71099 -1.60846
C 3.95620 3.07982 -1.79090
C 3.12651 2.27966 -1.02354
C 1.67457 1.97490 -2.98704
C 2.53563 2.76812 -3.72967
C 3.67230 3.32888 -3.13937
H 4.84533 3.52131 -1.33502
H 3.33142 2.04155 0.02021
H 0.76942 1.53130 -3.41081
H 2.31155 2.95161 -4.78241
H 4.33949 3.95703 -3.73575
C -2.28281 -1.68173 1.53598
O -2.03170 -1.31551 0.35176
C -1.91770 -1.02507 2.81553
H -2.23974 -1.69418 3.62801
H -2.45616 -0.07011 2.94078
H -0.84033 -0.86514 2.96335
C -3.35560 -2.72275 1.66672
H -3.03169 -3.51879 2.34570
H -3.64290 -3.17333 0.70597
H -4.26124 -2.27636 2.10994
S -1.44828 1.73702 0.61674
C -0.69474 2.23430 2.08276
N -1.37805 2.48893 3.21729
C -0.50536 2.78910 4.33582
C 0.88070 2.77934 3.70074
N 0.60921 2.42295 2.32003
H -2.38471 2.36565 3.27796
H -0.60642 2.02512 5.11557
H -0.75489 3.76221 4.76426
H 1.54113 2.04410 4.16602
H 1.35232 3.76396 3.75982
H 1.32906 2.25795 1.61431
```

Results
* relative energy (zero: lowest compared OMol25 entry of this formula, charge and spin): 16.3 kcal/mol
* 2S+1: 4

natural (NBO) atomic charge list, values in e, 8 entries: atom 1 (Re): 0.51, atom 2 (Si): 0.67, atom 3 (P): 1.16, atom 4 (N): -0.60, atom 5 (H): -0.06, atom 6 (C): -0.95, atom 7 (H): 0.23, atom 8 (H): 0.25



No. 7
The following is a quantum chemistry calculation of 2 unconnected molecules or ions with the total composition C3H6O2, from OMol25.

```
11
Properties=species:S:1:pos:R:3
C -0.53683 -0.63547 1.11520
C 0.79049 -0.62692 0.98181
C 1.43914 0.32967 0.06400
O 2.63460 0.41407 -0.10938
H -1.04090 -1.32611 1.78541
H -1.16311 0.03629 0.52903
H 1.44543 -1.30202 1.52713
H 0.73101 0.99092 -0.48372
O -1.72081 0.58952 -1.56251
H -1.53451 1.48633 -1.86400
H -1.04450 0.04372 -1.98297
```

Results
* relative energy (zero: lowest compared OMol25 entry of this formula, charge and spin): 36.0 kcal/mol

natural (NBO) atomic charge list, values in e, 8 entries: atom 1 (C): -0.31, atom 2 (C): -0.32, atom 3 (C): 0.39, atom 4 (O): -0.52, atom 5 (H): 0.20, atom 6 (H): 0.23, atom 7 (H): 0.22, atom 8 (H): 0.10



No. 8
The following is a quantum chemistry calculation of a molecular structure, C23H41BF7N2O17Ti, from OMol25.

```
92
Properties=species:S:1:pos:R:3
Ti 3.63609 -22.59872 10.08206
B 3.19846 -23.28537 7.53435
F 4.51180 -23.21223 7.90009
F 3.05269 -23.61090 6.19281
F 2.63801 -24.24523 8.26985
F 2.64431 -22.08899 7.76924
C 8.33816 -22.26041 4.94241
C 7.07855 -23.13008 4.92906
O 7.38497 -24.49865 4.68181
C 6.53731 -25.43628 4.30443
O 5.36224 -25.25066 4.00025
C 7.17047 -26.78622 4.13284
F 7.13543 -27.15078 2.86660
F 8.50747 -26.73626 4.40819
F 6.54447 -27.70554 4.85829
H 8.10541 -21.19631 4.90228
H 9.06124 -22.46682 4.15333
H 8.87110 -22.39160 5.88415
H 6.57907 -22.75988 4.03375
H 6.35781 -23.06840 5.74444
C 0.71945 -26.03309 2.51067
O 1.23695 -26.21891 3.80461
C 0.29123 -26.24909 4.82192
O -0.94477 -26.17866 4.66917
O 0.89742 -26.44757 6.03728
C 2.28225 -26.74402 6.25327
H 1.57147 -25.88108 1.84805
H 0.00858 -25.21186 2.41937
H 0.38069 -27.01993 2.19522
H 2.52619 -27.71834 5.82983
H 2.47216 -26.69500 7.32549
H 2.90375 -25.91517 5.91437
C 3.14630 -18.85556 7.84746
O 3.92189 -18.36088 8.88718
C 4.05984 -18.96785 10.03706
O 3.54550 -20.11824 10.22858
O 4.80201 -18.25510 10.83499
C 5.03259 -18.71067 12.13099
H 3.25152 -18.31814 6.90500
H 2.10142 -18.76118 8.14311
H 3.37795 -19.90332 7.65604
H 5.52688 -18.02055 12.81475
H 5.67089 -19.58771 12.02383
H 4.13865 -19.20601 12.50991
C -2.39285 -22.59668 1.16346
O -1.26651 -22.00819 1.93334
C -0.96158 -22.46858 3.13449
O -1.58484 -23.42274 3.71587
O 0.18017 -21.95106 3.54547
C 0.60966 -22.32429 4.82392
H -3.23722 -22.82485 1.81390
H -2.13306 -23.51622 0.63899
H -2.82707 -21.85156 0.49687
H 1.66002 -22.05106 4.92483
H 0.66527 -23.39924 4.99559
H 0.04029 -21.77833 5.57617
C -2.32743 -25.94841 8.35730
O -2.00062 -24.56764 8.28724
C -2.00878 -23.86464 7.12250
O -2.48057 -24.25782 6.08661
O -1.25744 -22.72951 7.26775
C -0.67104 -22.23838 8.48177
H -3.38042 -26.18765 8.20869
H -1.83434 -26.37155 9.23246
H -1.89203 -26.57593 7.57966
H 0.10114 -22.88045 8.90553
H -1.35417 -21.96095 9.28456
H -0.15369 -21.29307 8.31800
C 6.77003 -21.22557 8.17752
O 8.14506 -20.74418 8.18667
C 8.53741 -19.83872 7.23160
O 7.85146 -19.32064 6.41101
O 9.90975 -19.87471 7.25194
C 10.62153 -19.06851 6.30274
H 6.09226 -20.48885 8.60876
H 6.84171 -22.12540 8.78848
H 6.34054 -21.48832 7.21077
H 10.30627 -19.29607 5.28446
H 11.68846 -19.27770 6.38018
H 10.57319 -18.00614 6.54181
C 1.52104 -26.02818 11.72739
C 1.59833 -24.63110 11.25081
N 1.56853 -23.53977 10.85650
H 1.89544 -26.13179 12.74582
H 2.07688 -26.74131 11.11863
H 0.45442 -26.25216 11.71106
C 6.04527 -25.84545 9.38569
C 5.36513 -27.12320 9.60767
N 4.77652 -28.12044 9.71126
H 5.51797 -25.16124 10.05046
H 5.88704 -25.51639 8.35867
H 7.12947 -25.88190 9.49194
```

Results
* 2S+1: 4
* calculated total energy: -105118.45935 eV

Mulliken atomic charge list, values in e, 8 entries: atom 1 (Ti): 0.06, atom 2 (B): 0.82, atom 3 (F): -0.15, atom 4 (F): -0.27, atom 5 (F): -0.36, atom 6 (F): -0.10, atom 7 (C): -1.34, atom 8 (C): 0.46